Entry 1:
DFT (wB97M-V/def2-TZVPD) results for a cluster of 2 separate species, C59H71N4O3 in total at a distorted geometry.

Computed properties:
LUMO, eV: -3.959
Total charge: +1
Frontier orbital gap, eV: 4.140
Spin multiplicity: 1

Geometry (Å):
C 3.2639 1.1314 6.2242
O 3.6806 -0.0250 5.4725
C 4.7826 0.0392 4.6973
C 5.5979 1.1667 4.4794
C 6.6598 1.0628 3.5775
C 6.9516 -0.1250 2.9113
C 6.1300 -1.2491 3.1341
O 6.2097 -2.4518 2.5132
C 7.1689 -2.6105 1.4448
C 5.0643 -1.1419 4.0151
N 4.2331 -2.2946 4.2252
C 2.8928 -2.3785 4.0224
C 2.1741 -1.4388 3.1826
C 0.7926 -1.7673 2.8132
C -0.1245 -0.7677 2.7443
C -1.5219 -0.9169 3.1313
C -2.2049 0.1809 3.7009
C -3.5041 0.0414 4.1820
C -4.1910 -1.1628 3.9795
C -3.5517 -2.2440 3.3538
C -2.1950 -2.1567 3.0267
O 2.7303 -0.3662 2.8436
N 2.4638 -3.4661 4.7052
C 1.0944 -3.8650 4.9721
C 3.5581 -4.1368 5.2342
C 4.6527 -3.4115 4.9338
H 2.4058 0.7840 6.7996
H 4.0581 1.4819 6.8985
H 2.9634 1.9457 5.5500
H 5.3685 2.1019 4.9933
H 7.2870 1.9353 3.3989
H 7.7797 -0.2037 2.2039
H 7.0413 -3.6448 1.1253
H 6.9494 -1.9251 0.6130
H 8.1952 -2.4409 1.8019
H 0.5363 -2.8227 2.7115
H 0.2434 0.2606 2.7306
H -1.6698 1.1296 3.7797
H -3.9680 0.8713 4.7179
H -5.2250 -1.2546 4.3127
H -4.0943 -3.1710 3.1493
H -1.6560 -3.0303 2.6496
H 1.1018 -4.5299 5.8449
H 0.4603 -2.9983 5.2024
H 0.6630 -4.4215 4.1292
H 3.4498 -5.0540 5.7873
H 5.6868 -3.5512 5.1757
C -1.1926 -2.2540 0.0467
C -1.9216 -3.0322 -1.0239
C -0.8565 -3.7002 -1.9042
C -2.7685 -4.1269 -0.3621
C -2.8746 -2.1417 -1.8587
C -3.3912 -2.7316 -3.0197
C -4.1378 -1.9885 -3.9253
C -4.6039 -0.7315 -3.5451
C -4.4154 -0.2768 -2.2350
C -5.4865 0.6719 -1.6323
C -5.0709 2.1335 -1.7448
C -5.8124 0.2470 -0.1985
C -6.8138 0.5773 -2.4051
C -3.2637 -0.8109 -1.5585
N -2.3299 0.1016 -0.9533
C -1.1476 0.4241 -1.6233
C -0.4743 -0.4175 -2.4762
C 0.7509 -0.1464 -3.2335
C 2.0495 -0.2132 -2.6702
C 3.1394 0.2957 -3.3790
C 2.9968 0.6423 -4.7273
C 1.7623 0.4777 -5.3648
C 0.6540 0.0551 -4.6322
N -0.8691 1.7521 -1.3383
C 0.1791 2.5390 -1.9441
C -0.0110 3.0748 -3.2376
C -1.3934 3.1779 -3.9576
C -1.1980 3.4926 -5.4438
C -2.1794 4.3261 -3.3115
C -2.2290 1.9103 -3.9000
C 1.0919 3.6660 -3.8633
C 2.2275 4.0171 -3.1445
C 2.3174 3.6502 -1.8136
C 1.3860 2.7630 -1.2575
C 1.7904 2.1005 0.0775
C 3.2795 1.7330 0.0785
C 1.0551 0.7969 0.3188
C 1.5373 3.0655 1.2339
C -1.7232 2.1524 -0.3148
C -2.5873 1.1487 -0.0688
H -1.8834 -1.7188 0.6999
H -0.5735 -2.9234 0.6589
H -0.5171 -1.5165 -0.3943
H -1.2986 -4.2854 -2.7166
H -0.1851 -2.9543 -2.3396
H -0.2471 -4.3753 -1.2886
H -3.2766 -4.7389 -1.1183
H -2.1348 -4.7864 0.2468
H -3.5288 -3.6798 0.2915
H -3.1497 -3.7722 -3.2425
H -4.4057 -2.4139 -4.8938
H -5.1976 -0.1450 -4.2502
H -4.7342 2.3468 -2.7688
H -5.9292 2.7858 -1.5241
H -4.2698 2.3941 -1.0490
H -6.2528 -0.7598 -0.2202
H -4.9355 0.2081 0.4486
H -6.5466 0.9375 0.2405
H -7.1589 -0.4577 -2.4973
H -7.5833 1.1350 -1.8548
H -6.7408 1.0239 -3.4030
H -1.0675 -1.2592 -2.8227
H 2.1838 -0.7132 -1.7040
H 4.1055 0.4103 -2.8806
H 3.8520 1.0162 -5.2921
H 1.6504 0.7017 -6.4281
H -0.3087 -0.1379 -5.1132
H -0.5621 2.7352 -5.9191
H -2.1659 3.4904 -5.9616
H -0.7501 4.4833 -5.5807
H -2.3796 4.1322 -2.2496
H -1.6008 5.2577 -3.3853
H -3.1405 4.4725 -3.8247
H -2.6139 1.7062 -2.8997
H -3.1159 2.0147 -4.5467
H -1.6590 1.0391 -4.2403
H 1.0716 3.8893 -4.9289
H 3.0354 4.5664 -3.6272
H 3.1606 3.9969 -1.2155
H 3.9201 2.6196 0.0343
H 3.5099 1.1901 1.0043
H 3.5162 1.0813 -0.7709
H 0.0493 0.9515 0.7078
H 0.9733 0.2290 -0.6079
H 1.5983 0.1659 1.0253
H 0.4769 3.3416 1.2928
H 1.8284 2.5902 2.1807
H 2.1312 3.9780 1.0988
H -1.6520 3.1268 0.1496
H -3.3479 1.0915 0.6978

These are the Löwdin partial charges, in e, on atoms 1 to 4: -0.028, -0.082, -0.227, 0.005

Entry 2:
DFT (wB97M-V/def2-TZVPD) results for a cluster of 2 separate species, C2H8N3 in total at a distorted geometry.

Computed properties:
LUMO (alpha / beta), eV: -4.822 / -4.822
Total charge: +1
Frontier orbital gap (alpha / beta), eV: 8.568 / 8.567
Spin multiplicity: 1

Geometry (Å):
C 1.3359 0.0244 -0.6037
C -1.2058 1.0346 0.0412
N 2.1431 -0.1426 0.4085
N -0.6975 -0.1597 0.3826
N -1.2636 -1.2268 -0.0696
H 1.6838 0.4444 -1.4745
H -1.6585 1.2553 1.0268
H -0.3752 1.7438 0.0304
H -1.9691 1.0075 -0.7293
H 3.1251 -0.1066 0.2448
H -1.3876 -2.0849 0.5214
H -1.5217 -1.3418 -1.0709
H 1.7911 -0.4477 1.2923

These are the natural (NBO) partial charges, in e, on atoms 1 to 4: 0.106, -0.462, -0.660, -0.033

Across the entries above, energy above the lowest of the compared OMol25 structures with the same formula, charge and spin takes the values 60.30 582.94 kJ/mol, respectively.
Across the entries above, calculated total energy takes the values -2735.20559 -244.84557 a.u., respectively.